# 1
{"formula": "C20H57N7O10", "method": "the ωB97M-V functional and the def2-TZVPD basis", "species": ["C", "O", "N", "N", "H", "H", "H", "H", "C", "O", "N", "N", "H", "H", "H", "H", "C", "O", "C", "C", "N", "C", "C", "O", "C", "H", "H", "H", "H", "H", "H", "H", "H", "H", "H", "H", "H", "H", "H", "H", "C", "O", "C", "C", "N", "C", "C", "O", "C", "H", "H", "H", "H", "H", "H", "H", "H", "H", "H", "H", "H", "H", "H", "H", "C", "O", "C", "C", "N", "C", "C", "O", "C", "H", "H", "H", "H", "H", "H", "H", "H", "H", "H", "H", "H", "H", "H", "H", "O", "H", "H", "O", "H", "H"], "xyz": [[-0.814, 2.096, -1.033], [-0.052, 1.683, -1.921], [-0.914, 1.515, 0.137], [-1.666, 3.064, -1.090], [-1.473, 1.779, 0.935], [-0.480, 0.613, 0.002], [-1.897, 3.473, -1.984], [-1.898, 3.405, -0.168], [-4.794, 4.878, -1.282], [-4.937, 3.836, -1.864], [-5.568, 5.836, -1.685], [-3.944, 5.248, -0.355], [-6.027, 5.439, -2.492], [-5.263, 6.797, -1.735], [-3.972, 6.167, 0.065], [-3.439, 4.545, 0.165], [1.162, -5.338, 3.099], [2.370, -5.122, 2.427], [2.408, -5.420, 0.989], [1.412, -4.733, 0.005], [1.555, -3.247, -0.053], [2.651, -2.876, -0.856], [2.778, -1.279, -0.909], [3.136, -0.780, 0.374], [3.320, 0.596, 0.397], [1.246, -5.223, 4.179], [0.746, -6.283, 2.750], [0.547, -4.512, 2.741], [2.443, -6.497, 0.830], [3.443, -5.280, 0.679], [0.412, -5.149, 0.132], [1.737, -5.172, -0.938], [1.668, -2.788, 0.840], [2.631, -3.167, -1.906], [3.608, -3.315, -0.572], [1.857, -0.771, -1.195], [3.524, -0.996, -1.651], [4.224, 0.902, -0.131], [3.525, 1.007, 1.386], [2.466, 1.207, 0.105], [5.774, 5.127, 1.799], [4.861, 5.320, 0.687], [5.489, 5.477, -0.663], [4.490, 5.403, -1.861], [4.419, 4.033, -2.418], [4.004, 3.985, -3.801], [2.404, 3.953, -3.884], [2.044, 4.000, -5.247], [0.720, 4.105, -5.572], [5.950, 4.085, 2.067], [5.506, 5.537, 2.772], [6.794, 5.445, 1.584], [6.369, 4.836, -0.612], [5.725, 6.538, -0.582], [4.814, 6.102, -2.632], [3.456, 5.513, -1.535], [3.670, 3.592, -1.903], [4.412, 3.183, -4.416], [4.271, 4.824, -4.443], [1.910, 4.725, -3.294], [1.973, 3.025, -3.509], [0.249, 3.169, -5.873], [0.575, 4.916, -6.285], [0.183, 4.368, -4.660], [-3.935, -7.765, 2.493], [-4.999, -7.158, 3.114], [-4.840, -5.777, 3.439], [-5.179, -4.922, 2.193], [-3.885, -4.656, 1.484], [-3.943, -4.100, 0.129], [-2.572, -3.432, -0.336], [-2.308, -2.256, 0.402], [-1.277, -2.258, 1.428], [-2.990, -7.534, 2.985], [-3.860, -7.552, 1.427], [-3.943, -8.835, 2.700], [-3.972, -5.562, 4.062], [-5.595, -5.438, 4.148], [-5.590, -3.980, 2.555], [-5.944, -5.393, 1.576], [-3.264, -4.026, 1.971], [-4.599, -3.235, 0.031], [-4.228, -4.918, -0.533], [-2.656, -3.148, -1.385], [-1.732, -4.119, -0.234], [-1.226, -3.182, 2.002], [-1.281, -1.431, 2.138], [-0.292, -1.879, 1.156], [-1.453, 2.304, 3.572], [-0.616, 1.841, 3.539], [-1.339, 2.957, 4.263], [-3.476, 2.948, 1.564], [-3.783, 2.041, 1.590], [-3.012, 3.068, 2.393]], "lowdin_charge": [-0.761, 0.007, 0.158, 0.186, 0.074, 0.101, 0.128, 0.078, -0.805, 0.040, 0.146, 0.178, 0.118, 0.112, 0.117, 0.055, -0.120, -0.195, -0.175, -0.171, -0.059, -0.220, -0.170, -0.194, -0.139, 0.094, 0.087, 0.052, 0.114, 0.114, 0.084, 0.115, 0.097, 0.118, 0.112, 0.110, 0.119, 0.091, 0.084, 0.079, -0.122, -0.232, -0.143, -0.166, -0.081, -0.189, -0.196, -0.196, -0.138, 0.068, 0.077, 0.075, 0.115, 0.108, 0.118, 0.114, 0.090, 0.108, 0.109, 0.112, 0.108, 0.088, 0.091, 0.074, -0.118, -0.144, -0.172, -0.066, 0.187, -0.089, -0.165, -0.167, -0.078, 0.091, 0.092, 0.108, 0.137, 0.130, 0.156, 0.152, 0.136, 0.155, 0.141, 0.138, 0.112, 0.067, 0.085, 0.069, -0.041, 0.047, 0.055, -0.041, 0.057, 0.014], "spin_multiplicity": 2, "e_lumo_ev": [-2.75, -7.96], "s2": 0.755, "relative_energy_ev": 1.3022, "charge": 1, "energy_ev": -52554.63755, "homo_ev": [-9.800, -9.800]}

***

# 2
{"formula": "C25H14Cl5O2PSbSe4Ta", "method": "the ωB97M-V functional and the def2-TZVPD basis", "species": ["Ta", "O", "C", "O", "C", "C", "C", "C", "C", "C", "P", "C", "C", "C", "C", "C", "C", "C", "C", "C", "C", "C", "C", "H", "H", "H", "H", "H", "H", "H", "H", "H", "H", "H", "H", "H", "H", "Cl", "C", "C", "C", "Cl", "C", "Cl", "C", "Cl", "C", "Cl", "Se", "Sb", "Se", "Se", "Se"], "xyz": [[0.485, -1.001, 1.810], [0.556, 0.660, 2.927], [1.204, 1.232, 1.940], [1.995, 0.462, 1.330], [0.723, 2.444, 1.269], [0.835, 3.740, 1.734], [0.347, 4.772, 0.942], [-0.261, 4.491, -0.271], [-0.413, 3.177, -0.701], [0.088, 2.130, 0.061], [-0.261, 0.385, -0.425], [0.700, 0.020, -1.898], [1.709, 0.877, -2.331], [2.465, 0.539, -3.444], [2.222, -0.650, -4.116], [1.224, -1.512, -3.680], [0.466, -1.185, -2.568], [-2.000, 0.519, -0.927], [-2.894, 1.054, 0.009], [-4.210, 1.302, -0.345], [-4.654, 0.994, -1.627], [-3.776, 0.453, -2.552], [-2.446, 0.224, -2.210], [1.314, 3.946, 2.682], [0.443, 5.795, 1.277], [-0.639, 5.298, -0.883], [-0.937, 2.975, -1.627], [1.907, 1.803, -1.807], [3.245, 1.207, -3.784], [2.813, -0.908, -4.985], [1.038, -2.439, -4.205], [-0.307, -1.867, -2.227], [-2.555, 1.321, 1.005], [-4.887, 1.740, 0.374], [-5.681, 1.190, -1.905], [-4.115, 0.229, -3.555], [-1.767, -0.156, -2.960], [1.950, -2.174, -0.026], [2.640, -2.723, 1.520], [1.717, -2.564, 2.528], [2.147, -2.890, 3.812], [1.089, -2.594, 5.129], [3.425, -3.428, 4.006], [3.925, -3.885, 5.570], [4.310, -3.571, 2.915], [5.865, -4.202, 3.159], [3.925, -3.184, 1.615], [4.957, -3.290, 0.267], [-5.463, -0.290, 2.882], [-4.292, -1.795, 1.564], [-4.390, -4.228, 1.178], [-4.120, -2.680, -0.717], [-1.658, -1.766, 2.271]], "lowdin_charge": [1.189, -0.096, -0.536, -0.080, -0.152, 0.025, -0.017, -0.018, -0.046, -0.278, 1.048, -0.416, -0.061, -0.039, -0.037, -0.053, -0.171, -0.384, -0.161, -0.103, -0.053, -0.065, -0.088, 0.138, 0.127, 0.126, 0.128, 0.112, 0.121, 0.122, 0.121, 0.111, 0.111, 0.099, 0.125, 0.123, 0.102, 0.815, -0.637, -0.399, -0.697, 0.746, -0.681, 0.768, -0.665, 0.794, -0.701, 0.777, 0.162, 0.069, 0.177, 0.159, 0.240], "e_lumo_ev": -7.92, "relative_energy_ev": 1.4470, "charge": 2, "energy_ev": -371608.49504, "homo_ev": -14.037}

***

# 3
{"formula": "CH7N3O3", "method": "the ωB97M-V functional and the def2-TZVPD basis", "species": ["C", "N", "N", "N", "O", "O", "O", "H", "H", "H", "H", "H", "H", "H"], "xyz": [[0.699, -0.043, 0.403], [-0.325, 0.398, 2.449], [-0.414, 1.261, -1.510], [0.483, -1.898, -0.954], [0.875, 0.202, 1.705], [-0.208, 1.427, -0.145], [-0.098, -1.086, 0.074], [1.635, 0.014, -0.148], [-0.948, -0.385, 2.245], [-0.751, 1.243, 2.063], [-1.387, 1.490, -1.696], [0.189, 1.922, -2.000], [0.275, -2.854, -0.672], [-0.025, -1.689, -1.812]], "lowdin_charge": [-0.304, 0.074, -0.058, 0.070, -0.087, -0.234, -0.106, 0.157, 0.084, 0.082, 0.073, 0.074, 0.091, 0.085], "e_lumo_ev": 0.93, "relative_energy_ev": 5.1735, "charge": 0, "energy_ev": -11757.33454, "homo_ev": -8.700}

***

# 4
{"formula": "C24H31F2N3O3PRuSiTe", "method": "the ωB97M-V functional and the def2-TZVPD basis", "species": ["Ru", "C", "C", "C", "C", "C", "C", "N", "N", "Si", "C", "C", "C", "H", "H", "H", "H", "H", "H", "H", "H", "H", "H", "H", "H", "H", "H", "H", "F", "C", "C", "C", "C", "C", "F", "C", "C", "C", "C", "C", "C", "N", "H", "H", "H", "H", "H", "H", "C", "C", "O", "P", "O", "Te", "O", "C", "C", "H", "H", "H", "H", "H", "H", "H", "H", "H", "H"], "xyz": [[0.501, 0.189, 0.238], [-0.736, 4.032, 0.990], [-1.662, 2.854, 1.028], [-3.044, 2.998, 1.135], [-3.851, 1.872, 1.130], [-3.284, 0.608, 1.037], [-1.906, 0.543, 0.972], [-1.124, 1.638, 0.967], [-1.079, -0.594, 0.827], [-1.621, -2.280, 1.262], [-2.641, -2.069, 2.801], [-2.554, -2.907, -0.214], [-0.176, -3.345, 1.685], [-0.693, 4.510, 1.970], [-1.081, 4.779, 0.275], [0.265, 3.708, 0.710], [-3.476, 3.987, 1.210], [-4.926, 1.980, 1.190], [-3.889, -0.285, 0.990], [-3.648, -1.689, 2.643], [-2.129, -1.392, 3.492], [-2.728, -3.037, 3.301], [-3.441, -2.312, -0.439], [-2.870, -3.943, -0.070], [-1.894, -2.878, -1.087], [0.484, -2.859, 2.411], [0.405, -3.658, 0.821], [-0.578, -4.245, 2.162], [3.923, -3.973, 0.276], [3.026, -3.248, -0.408], [2.405, -2.197, 0.233], [1.477, -1.429, -0.454], [1.190, -1.747, -1.800], [1.843, -2.833, -2.387], [1.586, -3.165, -3.666], [2.763, -3.599, -1.716], [0.297, -0.836, -2.480], [-0.098, -0.878, -3.819], [-0.910, 0.114, -4.326], [-1.343, 1.144, -3.501], [-0.934, 1.140, -2.192], [-0.131, 0.185, -1.695], [2.654, -2.002, 1.261], [3.259, -4.429, -2.198], [0.244, -1.680, -4.449], [-1.206, 0.086, -5.367], [-1.979, 1.938, -3.864], [-1.224, 1.918, -1.503], [2.201, 4.033, 3.310], [3.027, 3.879, 2.059], [3.650, 2.561, 2.045], [3.119, 1.390, 1.128], [1.701, 1.021, 1.615], [2.650, 1.691, -1.152], [4.184, 0.282, 1.397], [4.948, 0.104, 2.631], [4.075, -0.464, 3.727], [1.761, 5.031, 3.341], [2.816, 3.903, 4.200], [1.398, 3.295, 3.329], [3.849, 4.589, 2.020], [2.433, 4.001, 1.154], [5.379, 1.061, 2.911], [5.746, -0.575, 2.345], [3.251, 0.216, 3.949], [4.663, -0.593, 4.637], [3.666, -1.437, 3.452]], "lowdin_charge": [1.226, -0.009, -0.310, -0.009, -0.024, -0.010, -0.394, 0.069, -0.164, 0.460, -0.161, -0.152, -0.157, 0.092, 0.093, 0.047, 0.123, 0.121, 0.099, 0.026, 0.049, 0.044, 0.032, 0.045, 0.030, 0.046, 0.026, 0.050, 0.090, -0.260, -0.065, -0.261, -0.150, -0.202, 0.081, 0.082, -0.213, 0.030, -0.020, -0.032, -0.114, -0.102, 0.100, 0.142, 0.116, 0.123, 0.117, 0.107, -0.068, -0.247, -0.252, 0.104, -0.504, 0.743, -0.272, -0.215, -0.062, 0.086, 0.085, 0.071, 0.126, 0.070, 0.113, 0.126, 0.075, 0.089, 0.075], "e_lumo_ev": [-4.45, -4.45], "relative_energy_ev": 0.3951, "charge": 1, "energy_ev": -68479.42231, "homo_ev": [-10.879, -10.879]}

***

no.,molecular weight (u)
1,555.72
2,1173.17
3,109.08
4,735.26